Computed, not measured: 7 unconnected molecules or ions with the total composition C22H60N2O9 at a distorted geometry, with ωB97M-V/def2-TZVPD.

Structure (XYZ):
```
93
C22H60N2O9, DFT ωB97M-V/def2-TZVPD
C -2.058 -4.727 -7.500
O -1.593 -3.771 -6.593
C -1.990 -2.460 -6.937
C -1.503 -1.510 -5.871
N -0.114 -1.080 -6.133
C 0.600 -0.770 -4.905
C 1.093 -2.024 -4.155
O 1.835 -2.802 -5.096
C 3.199 -2.468 -5.130
H -1.903 -5.718 -7.077
H -1.480 -4.712 -8.441
H -3.114 -4.574 -7.743
H -3.080 -2.365 -7.028
H -1.544 -2.178 -7.903
H -1.613 -2.015 -4.904
H -2.133 -0.617 -5.876
H 0.358 -1.906 -6.501
H 0.021 -0.129 -4.243
H 1.485 -0.162 -5.132
H 0.250 -2.618 -3.812
H 1.752 -1.703 -3.345
H 3.353 -1.412 -5.373
H 3.672 -3.119 -5.861
H 3.674 -2.670 -4.156
C -3.862 -1.109 3.385
O -2.776 -0.219 3.440
C -2.701 0.616 2.283
C -1.349 1.275 2.310
N -0.306 0.364 1.835
C 1.019 0.906 2.030
C 2.122 -0.064 1.676
O 2.063 -0.380 0.316
C 3.090 -1.285 -0.085
H -3.600 -1.986 2.782
H -4.789 -0.628 3.079
H -4.018 -1.480 4.403
H -3.503 1.359 2.333
H -2.835 -0.003 1.387
H -1.154 1.531 3.364
H -1.312 2.149 1.660
H -0.381 -0.561 2.242
H 1.196 1.273 3.059
H 1.126 1.803 1.404
H 2.044 -0.982 2.282
H 3.069 0.429 1.946
H 2.858 -1.505 -1.126
H 2.980 -2.229 0.459
H 4.077 -0.843 0.038
C 7.108 1.099 -2.120
C 6.791 -0.161 -1.321
O 7.784 -1.178 -1.444
H 6.430 1.234 -2.963
H 8.110 0.988 -2.540
H 7.118 1.993 -1.502
H 5.809 -0.593 -1.549
H 6.728 0.084 -0.259
H 7.805 -1.464 -2.362
C -5.756 3.475 4.283
C -6.158 2.039 4.091
O -5.989 1.693 2.713
H -5.729 3.693 5.355
H -6.441 4.190 3.833
H -4.755 3.651 3.886
H -7.214 1.903 4.369
H -5.609 1.366 4.761
H -6.230 0.777 2.558
C -2.116 0.414 -2.556
C -1.164 0.879 -1.479
O 0.086 0.240 -1.653
H -1.765 0.745 -3.536
H -3.123 0.805 -2.417
H -2.151 -0.677 -2.618
H -1.555 0.662 -0.480
H -1.041 1.969 -1.575
H 0.628 0.385 -0.864
C 1.231 4.714 3.728
C 0.931 3.998 5.017
O 0.131 4.862 5.821
H 1.947 5.502 3.948
H 0.344 5.032 3.187
H 1.730 4.002 3.057
H 1.835 3.747 5.583
H 0.435 3.036 4.821
H -0.170 4.372 6.591
C -0.273 -1.880 5.106
C 0.737 -0.749 5.306
O 0.808 -0.357 6.676
H -0.137 -2.417 4.163
H -1.296 -1.497 5.097
H -0.187 -2.611 5.912
H 0.400 0.109 4.719
H 1.709 -1.115 4.986
H 0.002 0.125 6.880
```

Results
- SMILES string: COCCNCCOC.COCCNCCOC.CCO.CCO.CCO.CCO.CCO
- Relative energy (zero: lowest compared OMol25 entry of this formula, charge and spin): 27.2 kcal/mol
- Calculated total energy: -1660.718352 Eh
- Kohn-Sham gap: 8.82 eV
- HOMO energy: -8.44 eV

Atomic partial charges in e from the Löwdin method, atoms 1 to 5: -0.1279 -0.1840 -0.2392 -0.2091 -0.0435